ORCA calculation (ωB97M-V with the def2-TZVPD basis set) on one molecule with the formula C12H11NO2S2 at a distorted geometry.

Each line ends with the Löwdin charge.
CARTESIAN COORDINATES (ANGSTROEM)
O -1.08347 -2.79130 -0.00021  0.075
C -1.12176 -1.54445 -0.00048  -0.303
C -2.52128 -0.92650 -0.00059  -0.100
C -3.74202 -1.64528 -0.00043  0.003
C -4.93900 -0.88668 0.00003  -0.056
C -4.85257 0.56159 0.00061  -0.060
C -3.59223 1.25067 0.00062  0.017
C -2.40159 0.44276 -0.00007  -0.069
C -0.92759 0.71609 0.00047  -0.433
O -0.33042 1.77745 0.00155  0.036
N -0.24937 -0.45407 -0.00095  0.065
C 1.39065 -0.06099 -0.00019  -0.620
S 2.03215 0.83414 -1.53902  0.862
C 3.72606 0.28887 -1.27376  -0.525
C 4.34328 0.86773 0.00007  -0.327
C 3.72542 0.28889 1.27366  -0.526
S 2.03243 0.83401 1.53864  0.863
H -3.66105 -2.73891 -0.00070  0.119
H -5.92608 -1.40884 -0.00006  0.111
H -5.81476 1.14416 0.00112  0.110
H -3.51701 2.34743 0.00102  0.115
H 1.65724 -1.18518 0.00017  0.109
H 4.25806 0.63425 -2.17157  0.077
H 3.80263 -0.80893 -1.22975  0.084
H 5.42015 0.69072 -0.00033  0.109
H 4.23124 1.94687 -0.00025  0.101
H 3.80279 -0.80882 1.22931  0.084
H 4.25809 0.63432 2.17107  0.077

Results
- SMILES = O=C1c2ccccc2C(=O)N1C1SCCCS1
- calculated total energy (eV) = -39876.7272
- HOMO (eV) = -8.58
- ΔE to the lowest compared entry with this formula, charge and spin (kJ/mol) = 0.00



ORCA calculation (ωB97M-V with the def2-TZVPD basis set) on a 10-piece molecular cluster, C26H56F16O10S8 overall at a distorted geometry.

Each line ends with the Löwdin charge.
CARTESIAN COORDINATES (ANGSTROEM)
C -1.29607 -6.39627 2.04751  -0.082
C -0.63354 -6.32743 0.69081  -0.363
C -1.19958 -5.14071 -0.08899  -0.306
F -0.54838 -4.97656 -1.28064  0.090
F -2.51896 -5.28991 -0.24842  0.108
F 0.74022 -6.13828 0.74269  0.075
F -0.82556 -7.52224 -0.01852  0.100
O -1.09500 -5.33068 2.88790  0.071
C 0.14318 -4.89269 3.12964  -0.545
C 0.19461 -4.15225 4.45566  -0.266
F 1.44799 -3.60175 4.55981  0.084
F -0.74386 -3.18659 4.51441  0.107
F 0.98577 -5.94025 3.23098  0.158
F 0.55952 -4.03380 2.13795  0.117
H -1.24164 -7.34585 2.58248  0.159
H -2.36364 -6.38835 1.79963  0.155
H -1.03873 -4.22077 0.47801  0.160
H 0.07922 -4.82570 5.31255  0.178
C 0.00353 1.23619 -0.58920  -0.059
C -1.04375 1.28910 0.47907  -0.456
C -0.99455 0.07667 1.38298  -0.330
F -2.08796 0.04395 2.16874  0.099
F -1.05009 -0.98484 0.60864  0.136
F -0.93951 2.42370 1.17468  0.110
F -2.22748 1.27729 -0.20743  0.091
O 1.27295 1.00826 0.01992  0.031
C 2.31103 1.06368 -0.84860  -0.407
C 3.62096 1.26922 -0.06986  -0.226
F 3.61445 0.37518 1.07337  0.013
F 4.70935 1.06381 -0.77877  0.123
F 2.36704 -0.21429 -1.53621  0.064
F 2.18611 2.06272 -1.83384  0.098
H 0.04826 2.15978 -1.17152  0.137
H -0.20709 0.46692 -1.33766  0.140
H -0.07981 0.09632 1.97519  0.179
H 3.61327 2.27673 0.39115  0.156
C 2.92894 -5.44515 -1.03701  -0.255
S 3.90577 -4.54882 0.20107  0.815
O 5.28062 -4.44972 -0.32579  -0.545
C 3.11370 -2.93301 -0.07673  -0.256
H 1.89559 -5.14160 -0.96656  0.011
H 2.99457 -6.44670 -0.60872  0.038
H 3.32484 -5.36749 -2.04017  0.065
H 2.12984 -2.96350 0.37154  0.030
H 3.11209 -2.74583 -1.15087  0.052
H 3.81563 -2.20016 0.31753  0.037
C 7.32659 -0.31514 -1.49094  -0.267
S 7.44519 -1.52207 -2.84283  0.816
O 6.95109 -2.79849 -2.28021  -0.549
C 6.07863 -0.80899 -3.81051  -0.261
H 6.43743 -0.52572 -0.91717  0.034
H 7.32363 0.69006 -1.91403  0.046
H 8.23520 -0.41068 -0.89479  0.047
H 5.72214 -1.61755 -4.45319  0.051
H 6.45570 -0.01370 -4.45506  0.048
H 5.25889 -0.46508 -3.18706  0.035
C -4.78379 -0.05133 4.71158  -0.271
S -6.34217 -0.11215 3.82508  0.777
O -6.75671 -1.52422 3.68235  -0.545
C -7.39096 0.52805 5.14185  -0.260
H -4.05962 -0.44198 3.99841  0.037
H -4.82971 -0.58841 5.66168  0.060
H -4.44476 0.94834 4.99701  0.043
H -8.41404 0.17726 5.09145  0.053
H -7.32049 1.60372 5.30836  0.053
H -6.98185 0.08827 6.06392  0.048
C 3.74813 3.75902 3.61226  -0.257
S 2.84125 4.91478 2.54322  0.833
O 3.60531 4.85275 1.27582  -0.565
C 1.39450 3.83605 2.26269  -0.258
H 4.71772 4.24784 3.70823  0.048
H 3.87747 2.85077 3.02218  0.040
H 3.32356 3.50224 4.57742  0.058
H 1.25788 3.89308 1.18045  0.043
H 0.44669 4.22066 2.64217  0.046
H 1.60491 2.82749 2.58968  0.041
C 6.11129 5.15444 -3.90368  -0.257
S 4.74165 5.12869 -5.09674  0.800
O 5.12400 4.47114 -6.36661  -0.553
C 3.70691 3.95227 -4.22664  -0.285
H 6.93039 5.65968 -4.41244  0.048
H 6.43307 4.14622 -3.66267  0.048
H 5.70485 5.74813 -3.08990  0.049
H 4.13644 2.99469 -3.92659  0.052
H 2.93214 3.68884 -4.94851  0.050
H 3.31083 4.49391 -3.36507  0.049
C -4.14125 -1.10042 -2.04624  -0.247
S -5.30043 -0.60998 -0.72318  0.798
O -6.02239 0.57313 -1.26642  -0.569
C -6.41956 -2.00645 -1.01847  -0.258
H -4.61425 -1.12061 -3.01686  0.055
H -3.82232 -2.09135 -1.71193  0.050
H -3.29760 -0.41677 -1.98449  0.019
H -6.07640 -2.96113 -0.61952  0.055
H -6.52627 -2.12028 -2.09576  0.050
H -7.38113 -1.75153 -0.57939  0.053
C -2.56192 2.70809 -2.99968  -0.249
S -1.52496 2.18632 -4.38332  0.846
O -0.96153 0.95855 -3.70737  -0.575
C -2.76351 1.50986 -5.49185  -0.259
H -3.19093 1.86756 -2.73965  0.042
H -3.02724 3.67494 -3.20918  0.062
H -1.83706 2.87400 -2.21099  0.023
H -2.32922 1.02659 -6.36409  0.055
H -3.48757 2.25454 -5.82530  0.059
H -3.27353 0.72864 -4.92292  0.047
C -4.07111 3.96600 0.39964  -0.241
S -3.29166 4.28673 2.00209  0.796
O -3.67497 5.66619 2.40515  -0.553
C -4.29070 3.15865 2.99714  -0.256
H -3.61718 4.56579 -0.36889  0.046
H -5.12797 4.17407 0.60044  0.065
H -4.05493 2.89270 0.21277  0.029
H -4.51646 2.29479 2.36921  0.041
H -5.19866 3.70221 3.25512  0.063
H -3.72051 2.88784 3.87432  0.035

Results
- calculated total energy (eV) = -178498.7633
- HOMO (eV) = -8.18



ORCA calculation (ωB97M-V with the def2-TZVPD basis set) on one molecule with the formula C7H10FNS at a distorted geometry.

Each line ends with the Löwdin spin population.
CARTESIAN COORDINATES (ANGSTROEM)
C 0.13388 -0.69156 0.53655  0.078
C -1.01772 0.85009 -1.00135  0.032
C -0.78279 0.28324 0.38319  0.302
C 0.86953 -1.30083 -0.54012  0.417
C -2.27465 2.01516 1.33623  0.120
C -1.26657 1.19296 1.50716  0.016
C -1.53493 0.19685 -2.01067  0.047
N 3.74912 -2.00215 0.08546  0.258
F 1.12319 -0.77372 -1.76234  0.088
S 2.01390 -2.49734 -0.00606  0.493
H 0.26212 -1.03667 1.47717  0.001
H -0.55116 1.74142 -1.29138  0.007
H -2.38415 2.74558 2.11596  0.008
H -2.88852 1.88780 0.52447  0.008
H -0.72840 1.33157 2.35712  -0.001
H -1.39904 0.70708 -3.04592  0.002
H -2.02300 -0.71985 -1.84238  0.001
H 4.02856 -1.23949 -0.51550  0.015
H 3.97916 -1.61418 0.98357  0.013
H 2.24233 -3.20994 -1.28875  0.098

Results
- calculated total energy (eV) = -22455.9836
- HOMO (alpha / beta) (eV) = -4.56 / -9.61
- expectation value of S² = 2.0340
- ΔE to the lowest compared entry with this formula, charge and spin (kJ/mol) = 393.25
- spin multiplicity = 3



ORCA calculation (ωB97M-V with the def2-TZVPD basis set) on one molecule with the formula C5H9BrO at a distorted geometry.

Each line ends with the Löwdin charge.
CARTESIAN COORDINATES (ANGSTROEM)
C 1.72205 -0.87032 0.53215  -0.078
C 0.93202 0.41636 0.51576  -0.198
C -0.38550 0.41565 -0.15931  -0.524
C -0.51355 0.02529 -1.55511  -0.046
O -1.14163 1.51721 0.29936  -0.032
C -1.63247 0.33742 0.77969  -0.532
Br -3.27636 -0.43342 -0.10236  0.637
H 1.15249 -1.50672 1.07759  0.037
H 2.56316 -0.75212 1.19461  0.071
H 2.04331 -1.27735 -0.48377  0.109
H 1.50185 1.36492 0.23869  0.151
H 0.60501 0.61287 1.55719  0.120
H 0.38259 0.04554 -2.00047  0.044
H -1.15329 0.81249 -1.95972  0.099
H -1.16583 -0.87384 -1.72352  0.075
H -1.63384 0.16603 1.78922  0.067

Results
- SMILES = CC[C@]1(C)O[C@H]1Br
- calculated total energy (eV) = -77418.9077
- HOMO (eV) = -9.83
- ΔE to the lowest compared entry with this formula, charge and spin (kJ/mol) = 36.51



ORCA calculation (ωB97M-V with the def2-TZVPD basis set) on a 3-piece molecular cluster, C3H12N2O3 overall.

Each line ends with the Löwdin charge.
CARTESIAN COORDINATES (ANGSTROEM)
C 0.43891 -1.27222 -1.36911  -0.050
C -0.26910 -0.05232 -0.76003  -0.356
N -0.98352 -0.47863 0.45448  0.033
C 0.66977 1.07476 -0.36389  -0.515
N 1.77581 0.68517 0.31001  0.189
O 0.42583 2.23593 -0.65731  0.035
H 1.27317 -1.65240 -0.78814  0.064
H 0.81460 -0.95133 -2.33282  0.081
H -0.32431 -2.02389 -1.56740  0.083
H -0.97923 0.29020 -1.51300  0.132
H -1.86166 -0.88987 0.17413  0.092
H -1.16937 0.23604 1.14191  0.083
H 2.30312 1.44618 0.72294  0.120
H 1.81948 -0.21128 0.78841  0.069
O 1.13050 -1.91135 1.67639  -0.091
H 0.24394 -1.68602 1.31783  0.004
H 1.06856 -2.02915 2.62587  0.041
O -2.36762 2.37702 0.35262  -0.061
H -2.57274 2.18172 -0.56468  0.034
H -1.43614 2.63143 0.35180  0.011

Results
- SMILES = C[C@@H](N)C(N)=O.O.O
- calculated total energy (eV) = -12429.3065
- HOMO (eV) = -9.84
- ΔE to the lowest compared entry with this formula, charge and spin (kJ/mol) = 4.13



ORCA calculation (ωB97M-V with the def2-TZVPD basis set) on a 2-piece molecular cluster, C5H12NO2 overall at a distorted geometry.

Each line ends with the Löwdin charge.
CARTESIAN COORDINATES (ANGSTROEM)
O -1.71371 1.47783 1.73072  0.108
C -1.15583 1.39657 0.67703  -0.185
C 0.35061 0.99276 0.62572  -0.216
C 0.41773 -0.43670 0.03831  -0.157
C 0.82131 -0.46542 -1.41083  -0.161
C 1.03214 -1.61552 -2.02567  0.040
N 0.78680 1.05312 2.07851  0.215
H -1.53942 1.61377 -0.32834  0.146
H 0.91667 1.81511 0.18187  0.162
H -0.53857 -0.77871 0.39706  0.099
H 1.13393 -0.99252 0.62026  0.120
H 0.97871 0.48651 -1.89199  0.110
H 0.96452 -2.59616 -1.56213  0.084
H 1.34633 -1.69335 -3.04952  0.070
H 1.13545 1.94522 2.42366  0.180
H 1.57707 0.42105 2.23679  0.172
H 0.01107 0.73026 2.67349  0.166
H -1.75466 -0.90808 -1.74202  0.033
H -2.35249 -1.65871 -0.62557  0.062
O -2.41765 -0.78702 -1.04735  -0.048

Results
- calculated total energy (eV) = -10956.4584
- net charge = +1
- HOMO (eV) = -13.97
- ΔE to the lowest compared entry with this formula, charge and spin (kJ/mol) = 208.49